No. 1
66
Properties=species:S:1:pos:R:3:mulliken_charge:R:1 method="wB97M-V/def2-TZVPD" homo_energy_ha=-0.4493 max_force_ha_per_bohr=0.1188 gap_ev=6.97 charge=+1
C 5.4332 -1.3496 1.1767 -0.824
C 5.1109 -1.1651 -0.4123 0.689
C 6.1268 -2.0084 -1.4429 -0.911
N 4.1720 -0.4001 -1.0229 -0.635
C 3.0286 0.0365 -0.1671 0.140
N 2.4941 1.3292 -0.8294 -0.227
C 1.4323 1.8308 0.1241 -0.052
N 1.4622 3.1861 0.4285 -0.378
N 0.3202 1.0112 0.7433 0.299
C -0.9377 1.0120 -0.1004 -0.186
C -2.2666 1.4082 0.7741 -0.569
O -3.2494 0.3266 0.9434 -0.383
Si -4.4239 0.2764 -0.3628 0.564
C -5.6546 -1.1913 0.0720 -0.958
C -3.6405 -0.1794 -2.0786 -0.923
C -5.4543 1.8885 -0.5923 -0.631
C 0.7680 -0.3806 1.1310 -0.267
Cl -0.6105 -1.5290 1.5955 -0.086
C 1.7334 -0.9633 -0.1046 0.273
C 2.0642 -2.5573 0.0260 -1.074
H 5.0729 -0.4644 1.8677 0.260
H 6.5767 -1.5561 1.4166 0.368
H 4.8505 -2.3240 1.5424 0.084
H 6.1724 -1.5384 -2.5167 0.302
H 5.7773 -3.1374 -1.4343 0.232
H 7.2081 -2.0130 -0.9376 0.322
H 3.2760 0.3576 0.9293 0.182
H 3.3000 2.0095 -0.9240 0.386
H 0.8748 3.8158 -0.1843 0.260
H 2.0426 3.6139 1.1883 0.239
H -1.0466 0.0253 -0.7412 0.073
H -0.7943 1.8877 -0.8992 0.433
H -2.7939 2.3848 0.3424 0.168
H -1.9064 1.7138 1.8676 0.258
H -6.6580 -1.0740 -0.5418 0.281
H -5.1657 -2.2156 -0.2956 0.259
H -5.8090 -1.1830 1.2352 0.267
H -4.5161 -0.7022 -2.6982 0.324
H -3.3190 0.7944 -2.6779 0.261
H -2.7783 -0.9751 -1.9946 0.270
H -4.8674 2.7824 -1.0933 -0.033
H -5.9743 2.2738 0.4078 0.290
H -6.3577 1.6222 -1.3239 0.302
H 1.4790 -0.3061 2.0864 0.387
H 1.1014 -0.7553 -1.0927 0.179
H 1.0720 -3.1487 -0.2481 0.428
H 2.4947 -2.8374 1.0807 0.008
H 2.8242 -2.8163 -0.8574 0.304
C 3.3355 -5.6331 4.3963 -1.135
C 2.5121 -5.0089 3.2888 -0.135
O 3.3463 -4.6900 2.1850 -0.474
H 4.1260 -4.9486 4.7206 0.293
H 2.7076 -5.8808 5.2568 0.344
H 3.8286 -6.5455 4.0453 0.332
H 2.0389 -4.0860 3.6371 0.243
H 1.7275 -5.6924 2.9501 0.294
H 3.7552 -5.5174 1.8778 0.266
C -4.9349 5.9935 -2.5157 -1.036
C -3.5101 5.5106 -2.6921 -0.088
O -3.3942 4.7720 -3.8992 -0.521
H -5.6283 5.1465 -2.4947 0.267
H -5.0420 6.5610 -1.5870 0.306
H -5.2348 6.6300 -3.3546 0.379
H -3.2218 4.8574 -1.8631 0.080
H -2.8118 6.3524 -2.7270 0.323
H -3.6442 5.3634 -4.6298 0.308

=====

No. 2
68
Properties=species:S:1:pos:R:3:mulliken_charge:R:1 method="wB97M-V/def2-TZVPD" smiles="C=CC[PH2](C(F)(F)C(F)F)P(O)(O)=S.CCN(CC)CC.CCN(CC)CC" homo_energy_ha=-0.2959 max_force_ha_per_bohr=0.0726 gap_ev=8.05 charge=0
C 2.8880 -2.0575 -0.7122 -0.403
C 2.5998 -2.4296 -2.0182 -0.190
C 1.4144 -1.8012 -2.8978 -0.843
P 0.6666 -0.2334 -2.1685 -0.158
C 2.0636 0.9245 -2.7825 0.715
F 3.1339 0.3136 -3.4457 -0.269
F 1.4840 1.8491 -3.7033 -0.326
C 2.6911 1.8569 -1.6274 -0.135
F 1.7185 2.7804 -1.2258 -0.267
F 3.2356 1.1182 -0.5745 -0.045
P -1.0722 -1.3941 -1.4281 0.590
O -2.1137 -0.2978 -0.5874 -0.457
O -2.0285 -1.9665 -2.7394 -0.501
S -0.6198 -2.8000 -0.1688 -0.347
H 3.8957 -2.3814 -0.3012 0.200
H 2.2134 -1.4433 -0.0465 0.161
H 3.2165 -3.2598 -2.4806 0.319
H 1.6906 -1.7290 -3.9970 0.514
H 0.5901 -2.5962 -2.8575 0.460
H 0.8708 0.2365 -0.8137 -0.008
H -0.2591 0.5442 -2.9732 0.072
H 3.5630 2.4002 -2.1191 0.282
H -1.5128 0.4137 -0.2721 0.304
H -2.3119 -1.1463 -3.2068 0.313
C 7.0327 -0.9265 5.0054 -1.420
C 6.9124 0.0108 3.8090 -0.332
N 6.2460 -0.5897 2.6605 0.128
C 6.3802 0.1992 1.4396 -0.659
C 5.7320 1.5826 1.4146 -0.774
C 4.9192 -1.1420 2.9029 -0.217
C 3.8448 -0.2011 3.4504 -0.957
H 7.5321 -1.8579 4.7297 0.330
H 7.6241 -0.4481 5.7902 0.435
H 6.0577 -1.1668 5.4356 0.294
H 7.9313 0.2859 3.5167 0.439
H 6.4175 0.9352 4.1320 0.258
H 6.0032 -0.3821 0.5915 0.315
H 7.4504 0.3242 1.2366 0.367
H 4.6501 1.5196 1.3082 -0.003
H 6.1022 2.1466 0.5531 0.406
H 5.9620 2.1687 2.3070 0.311
H 5.0207 -1.9816 3.5982 0.375
H 4.5460 -1.6040 1.9823 -0.150
H 4.2153 0.4343 4.2571 0.293
H 3.0155 -0.7878 3.8559 0.393
H 3.4294 0.4356 2.6695 0.183
C -9.4108 0.7245 -0.1592 -1.423
C -8.2725 0.0127 -0.8816 -0.303
N -7.4147 0.9087 -1.6464 0.133
C -6.5091 0.2062 -2.5506 -0.905
C -5.4439 -0.6951 -1.9276 -0.521
C -6.8226 2.0173 -0.9091 -0.721
C -5.9506 1.6818 0.3022 -0.773
H -10.0130 1.3142 -0.8539 0.327
H -10.0665 -0.0125 0.3113 0.432
H -9.0442 1.3832 0.6316 0.294
H -8.7318 -0.7036 -1.5709 0.423
H -7.7026 -0.5750 -0.1512 0.250
H -6.0173 0.9337 -3.2049 0.348
H -7.1179 -0.4070 -3.2257 0.407
H -4.6296 -0.1171 -1.4902 -0.020
H -5.0007 -1.3296 -2.7014 0.350
H -5.8521 -1.3579 -1.1621 0.279
H -7.6313 2.6746 -0.5730 0.369
H -6.2429 2.6415 -1.5981 0.321
H -6.3930 0.9119 0.9372 0.233
H -5.8214 2.5753 0.9199 0.387
H -4.9541 1.3562 0.0050 0.119

=====

No. 3
74
Properties=species:S:1:pos:R:3:mulliken_charge:R:1 method="wB97M-V/def2-TZVPD" homo_energy_ha=-0.4470 e_above_lowest_ev=0.000 max_force_ha_per_bohr=0.0589 gap_ev=8.49 charge=+1
C 5.9889 3.2555 0.0549 -0.929
C 4.7840 4.1914 -0.2876 -0.190
O 4.1588 3.9616 -1.5501 -0.415
C 3.9576 2.6084 -1.8492 -0.996
C 3.1879 1.7842 -0.7873 0.177
N 3.3496 0.5043 -0.9090 0.021
C 2.6776 -0.3162 0.1189 -0.827
C 1.9926 0.7415 1.0315 -0.854
C 2.3017 2.1931 0.4002 0.610
B 0.7967 2.6679 0.0251 0.159
C -0.0216 1.9990 -1.1746 -0.802
O 0.1560 3.6816 0.7792 -0.572
H 6.4818 2.7945 -0.8174 0.263
H 5.6064 2.4640 0.7432 0.220
H 6.7675 3.7822 0.6429 0.383
H 4.0598 4.1968 0.5530 0.133
H 5.1841 5.2261 -0.3275 0.448
H 4.8889 2.0598 -2.1164 0.320
H 3.3309 2.5839 -2.7824 0.426
H 3.8834 0.0145 -1.6179 0.302
H 3.5432 -0.6472 0.7454 0.320
H 2.1418 -1.2289 -0.1754 0.466
H 2.3985 0.7157 2.0595 0.513
H 0.9197 0.4524 1.0850 0.233
H 2.7515 2.7470 1.2419 0.458
H 0.6515 1.3804 -1.8030 0.257
H -0.5232 2.8035 -1.7523 0.337
H -0.8110 1.3235 -0.7746 0.223
H 0.2557 3.4814 1.7155 0.317
O 0.1370 -1.9168 0.8254 -0.531
S -1.1887 -2.4846 0.8311 1.142
O -2.2572 -1.8648 1.5613 -0.594
O -1.0898 -4.0279 1.2559 -0.296
C -0.4212 -4.3573 2.4865 -0.342
C -1.2825 -4.0585 3.6979 -0.815
C -1.7164 -2.7464 -0.8342 -1.023
H 0.5405 -3.8417 2.5484 0.254
H -0.2111 -5.4258 2.4446 0.317
H -1.4371 -2.9850 3.8159 0.253
H -0.8109 -4.4321 4.6069 0.439
H -2.2658 -4.5170 3.5948 0.116
H -0.9237 -3.2527 -1.3800 0.327
H -1.9154 -1.7707 -1.2747 0.371
H -2.6255 -3.3429 -0.8231 0.378
O 1.8065 2.9710 -5.1198 -0.657
S 1.7945 4.2972 -5.6836 1.251
O 0.6707 5.1740 -5.5227 -0.612
O 2.1670 4.2060 -7.2433 -0.270
C 1.3899 3.3346 -8.0798 -0.315
C 0.0379 3.9312 -8.4230 -0.985
C 3.2502 5.1524 -5.1616 -0.987
H 1.2822 2.3532 -7.6114 0.289
H 1.9661 3.1939 -8.9942 0.281
H -0.5973 4.0042 -7.5396 0.289
H -0.4773 3.3121 -9.1586 0.391
H 0.1523 4.9389 -8.8241 0.270
H 4.1129 4.5094 -5.3204 0.302
H 3.1377 5.3794 -4.1022 0.344
H 3.3393 6.0732 -5.7331 0.403
O -3.9936 -4.7531 5.8662 -0.619
S -5.2389 -4.1293 5.5104 1.223
O -5.8217 -3.0962 6.3184 -0.608
O -6.3395 -5.2733 5.2527 -0.272
C -6.5714 -6.2374 6.2901 -0.343
C -7.4062 -5.6670 7.4213 -0.991
C -5.1358 -3.5452 3.8453 -1.031
H -5.6230 -6.6347 6.6597 0.327
H -7.1085 -7.0645 5.8254 0.274
H -6.8605 -4.8942 7.9634 0.300
H -7.6750 -6.4509 8.1307 0.387
H -8.3177 -5.2094 7.0345 0.268
H -4.7354 -4.3380 3.2178 0.282
H -4.4688 -2.6847 3.8378 0.378
H -6.1292 -3.2503 3.5153 0.434

=====

Please write out number 2 again, unchanged.
68
Properties=species:S:1:pos:R:3:mulliken_charge:R:1 method="wB97M-V/def2-TZVPD" smiles="C=CC[PH2](C(F)(F)C(F)F)P(O)(O)=S.CCN(CC)CC.CCN(CC)CC" homo_energy_ha=-0.2959 max_force_ha_per_bohr=0.0726 gap_ev=8.05 charge=0
C 2.8880 -2.0575 -0.7122 -0.403
C 2.5998 -2.4296 -2.0182 -0.190
C 1.4144 -1.8012 -2.8978 -0.843
P 0.6666 -0.2334 -2.1685 -0.158
C 2.0636 0.9245 -2.7825 0.715
F 3.1339 0.3136 -3.4457 -0.269
F 1.4840 1.8491 -3.7033 -0.326
C 2.6911 1.8569 -1.6274 -0.135
F 1.7185 2.7804 -1.2258 -0.267
F 3.2356 1.1182 -0.5745 -0.045
P -1.0722 -1.3941 -1.4281 0.590
O -2.1137 -0.2978 -0.5874 -0.457
O -2.0285 -1.9665 -2.7394 -0.501
S -0.6198 -2.8000 -0.1688 -0.347
H 3.8957 -2.3814 -0.3012 0.200
H 2.2134 -1.4433 -0.0465 0.161
H 3.2165 -3.2598 -2.4806 0.319
H 1.6906 -1.7290 -3.9970 0.514
H 0.5901 -2.5962 -2.8575 0.460
H 0.8708 0.2365 -0.8137 -0.008
H -0.2591 0.5442 -2.9732 0.072
H 3.5630 2.4002 -2.1191 0.282
H -1.5128 0.4137 -0.2721 0.304
H -2.3119 -1.1463 -3.2068 0.313
C 7.0327 -0.9265 5.0054 -1.420
C 6.9124 0.0108 3.8090 -0.332
N 6.2460 -0.5897 2.6605 0.128
C 6.3802 0.1992 1.4396 -0.659
C 5.7320 1.5826 1.4146 -0.774
C 4.9192 -1.1420 2.9029 -0.217
C 3.8448 -0.2011 3.4504 -0.957
H 7.5321 -1.8579 4.7297 0.330
H 7.6241 -0.4481 5.7902 0.435
H 6.0577 -1.1668 5.4356 0.294
H 7.9313 0.2859 3.5167 0.439
H 6.4175 0.9352 4.1320 0.258
H 6.0032 -0.3821 0.5915 0.315
H 7.4504 0.3242 1.2366 0.367
H 4.6501 1.5196 1.3082 -0.003
H 6.1022 2.1466 0.5531 0.406
H 5.9620 2.1687 2.3070 0.311
H 5.0207 -1.9816 3.5982 0.375
H 4.5460 -1.6040 1.9823 -0.150
H 4.2153 0.4343 4.2571 0.293
H 3.0155 -0.7878 3.8559 0.393
H 3.4294 0.4356 2.6695 0.183
C -9.4108 0.7245 -0.1592 -1.423
C -8.2725 0.0127 -0.8816 -0.303
N -7.4147 0.9087 -1.6464 0.133
C -6.5091 0.2062 -2.5506 -0.905
C -5.4439 -0.6951 -1.9276 -0.521
C -6.8226 2.0173 -0.9091 -0.721
C -5.9506 1.6818 0.3022 -0.773
H -10.0130 1.3142 -0.8539 0.327
H -10.0665 -0.0125 0.3113 0.432
H -9.0442 1.3832 0.6316 0.294
H -8.7318 -0.7036 -1.5709 0.423
H -7.7026 -0.5750 -0.1512 0.250
H -6.0173 0.9337 -3.2049 0.348
H -7.1179 -0.4070 -3.2257 0.407
H -4.6296 -0.1171 -1.4902 -0.020
H -5.0007 -1.3296 -2.7014 0.350
H -5.8521 -1.3579 -1.1621 0.279
H -7.6313 2.6746 -0.5730 0.369
H -6.2429 2.6415 -1.5981 0.321
H -6.3930 0.9119 0.9372 0.233
H -5.8214 2.5753 0.9199 0.387
H -4.9541 1.3562 0.0050 0.119